C42H40N2O6P2Sn | wB97M-V/def2-TZVPD

Element x y z (Å)
1 Sn -0.0359 -0.2951 -1.9541
2 C 3.1735 0.2629 -5.0812
3 C 3.1863 1.3646 -4.3240
4 C 2.5163 2.6725 -4.6758
5 C 1.1311 2.5906 -5.3530
6 C 0.2996 1.5133 -4.7057
7 C 0.3622 0.2049 -4.9661
8 C 0.9997 -0.1151 -6.2881
9 C 2.5080 0.0636 -6.4024
10 C -1.9136 0.1447 -0.5990
11 H 3.7925 -0.5749 -4.7825
12 H 3.8538 1.4444 -3.4569
13 H 3.2182 3.3126 -5.2628
14 H 2.3759 3.1819 -3.7138
15 H 0.6459 3.5849 -5.2255
16 H 1.2859 2.4619 -6.4343
17 H -0.5098 1.9542 -4.1474
18 H -0.1484 -0.6229 -4.4444
19 H 0.5056 0.5118 -7.0544
20 H 0.7374 -1.1445 -6.5334
21 H 2.9327 -0.8277 -6.8824
22 H 2.7504 0.8913 -7.0885
23 H -2.0700 -0.9118 -0.3163
24 H -2.9031 0.5260 -0.9387
25 H -1.5714 0.6485 0.3129
26 P 2.2235 1.1686 -0.9937
27 P -1.8038 1.9569 -2.3602
28 C 1.1735 2.4717 -1.7618
29 C -0.2040 2.7375 -1.8878
30 C 3.4785 2.0896 -0.0157
31 C 4.2408 3.1612 -0.5630
32 C 5.2437 3.7868 0.1985
33 C 5.5115 3.3604 1.5051
34 C 4.7621 2.3100 2.0611
35 C 3.7371 1.7058 1.3222
36 C 3.2741 -0.1913 -1.7914
37 C 2.6987 -1.1789 -2.6265
38 C 3.4004 -2.3099 -3.0442
39 C 4.7997 -2.3009 -3.0022
40 C 5.4310 -1.2427 -2.3386
41 C 4.6872 -0.2759 -1.6627
42 C -2.9721 3.0059 -1.4422
43 C -2.5165 3.5980 -0.2338
44 C -3.3721 4.3932 0.5254
45 C -4.7009 4.5767 0.1308
46 C -5.1804 3.9218 -1.0129
47 C -4.3356 3.1333 -1.7920
48 C -2.7229 0.9546 -3.7233
49 C -2.7014 -0.4608 -3.6212
50 C -3.1152 -1.2833 -4.6754
51 C -3.6827 -0.6989 -5.8181
52 C -3.9485 0.6886 -5.8479
53 C -3.4884 1.5103 -4.7853
54 H 1.7561 3.3981 -1.6978
55 H -0.4273 3.7740 -1.5760
56 H 4.0133 3.5071 -1.5773
57 H 5.7932 4.6256 -0.2514
58 H 6.3000 3.8523 2.0831
59 H 4.9643 1.9786 3.0875
60 H 3.0947 0.9545 1.7947
61 H 1.6762 -1.0955 -3.0684
62 H 2.8516 -3.1713 -3.4353
63 H 5.3689 -3.1219 -3.4501
64 H 6.5264 -1.2423 -2.2731
65 H 5.1986 0.3870 -0.9517
66 H -1.4888 3.4301 0.0989
67 H -2.9835 4.8608 1.4306
68 H -5.3580 5.2145 0.7247
69 H -6.2272 4.0236 -1.2947
70 H -4.7226 2.6022 -2.6642
71 H -2.4317 -0.9062 -2.6547
72 H -3.0473 -2.3820 -4.5867
73 H -3.9855 -1.3294 -6.6681
74 H -4.5216 1.1190 -6.6880
75 H -3.7129 2.5739 -4.7733
76 O 0.9068 0.3129 0.8014
77 C 0.6751 -0.9563 0.8799
78 O 0.4538 -1.7045 -0.1447
79 C 0.4989 -1.5023 2.2779
80 C 0.6874 -2.8729 2.4796
81 C 0.3362 -3.4729 3.7056
82 C -0.0758 -2.6809 4.7760
83 C -0.2056 -1.2989 4.5923
84 C 0.1704 -0.6839 3.3728
85 N -0.7891 -0.4558 5.6188
86 O -1.3015 -0.9418 6.6458
87 O -0.7575 0.7819 5.4179
88 N 0.3356 -4.9132 3.8507
89 O 0.7332 -5.6647 2.9439
90 O -0.0844 -5.3607 4.9422
91 H 1.0365 -3.4806 1.6481
92 H -0.2338 -3.1529 5.7385
93 H 0.1232 0.4013 3.2553

Properties
- HOMO energy (eV) = -6.37
- E_LUMO (eV) = -1.1
- orbital gap (eV) = 5.236
- 2S+1 = 1
- energy relative to the best compared isomer or geometry (same formula, charge and spin) (kJ/mol) = 733.1
- DFT total energy (eV) = -83861.141

And the Löwdin charges, in e, turn out to be: Sn 1.327; C -0.109; C -0.113; C -0.178; C -0.155; C -0.173; C -0.180; C -0.192; C -0.176; C -0.335; H 0.087; H 0.089; H 0.127; H 0.064; H 0.123; H 0.103; H 0.006; H 0.029; H 0.115; H 0.105; H 0.109; H 0.114; H -0.002; H -0.004; H 0.014; P 1.025; P 0.966; C -0.365; C -0.358; C -0.335; C -0.085; C -0.085; C -0.086; C -0.078; C -0.081; C -0.325; C -0.214; C -0.093; C -0.091; C -0.084; C -0.090; C -0.347; C -0.102; C -0.080; C -0.086; C -0.087; C -0.087; C -0.300; C -0.166; C -0.072; C -0.076; C -0.062; C -0.077; H 0.046; H 0.069; H 0.099; H 0.107; H 0.104; H 0.107; H 0.097; H -0.021; H 0.114; H 0.107; H 0.108; H 0.104; H 0.098; H 0.107; H 0.103; H 0.103; H 0.089; H 0.046; H 0.118; H 0.109; H 0.111; H 0.104; O -0.189; C -0.567; O -0.158; C -0.084; C 0.093; C -0.117; C 0.093; C -0.109; C 0.102; N -0.313; O 0.074; O 0.053; N -0.314; O 0.076; O 0.057; H 0.135; H 0.132; H 0.134

---

C22H19NO4 | wB97M-V/def2-TZVPD

Element x y z (Å)
1 C 2.0383 -2.1562 -1.5882
2 O 0.8024 -2.7277 -1.9439
3 C -0.2674 -2.5266 -1.1330
4 C -1.4846 -3.0298 -1.5995
5 C -2.6270 -2.8807 -0.8460
6 C -2.5923 -2.2329 0.3789
7 C -1.3866 -1.7269 0.8416
8 O -1.2536 -1.1089 2.0634
9 C -2.2593 -0.2028 2.4608
10 C -1.6203 1.1919 2.6258
11 N -0.8957 1.5336 1.4357
12 C 0.4248 1.3059 1.2545
13 C 0.7901 1.5615 -0.0500
14 C 2.1014 1.4758 -0.6666
15 O 2.3511 1.9444 -1.7689
16 C 3.1667 0.7687 0.0665
17 C 4.5042 0.7096 -0.2471
18 C 5.1034 -0.1269 0.7152
19 C 4.0939 -0.5264 1.5400
20 O 2.9260 0.0055 1.1602
21 C -0.4152 1.9642 -0.7249
22 C -0.7014 2.3338 -2.0353
23 C -2.0059 2.6430 -2.3549
24 C -3.0215 2.5915 -1.3986
25 C -2.7619 2.2274 -0.0934
26 C -1.4500 1.9128 0.2343
27 C -0.2237 -1.8721 0.0901
28 H 2.4000 -2.5386 -0.6283
29 H 1.9742 -1.0649 -1.5479
30 H 2.7343 -2.4447 -2.3742
31 H -1.5010 -3.5322 -2.5528
32 H -3.5629 -3.2783 -1.2083
33 H -3.4923 -2.1478 0.9687
34 H -2.6855 -0.5302 3.4162
35 H -3.0532 -0.1476 1.7104
36 H -0.9189 1.1726 3.4626
37 H -2.3982 1.9342 2.8224
38 H 1.0331 0.9947 2.0812
39 H 4.9759 1.2143 -1.0644
40 H 6.1368 -0.3971 0.7855
41 H 4.0833 -1.1681 2.3997
42 H 0.0893 2.3772 -2.7667
43 H -2.2542 2.9337 -3.3647
44 H -4.0317 2.8417 -1.6875
45 H -3.5539 2.1923 0.6406
46 H 0.6890 -1.4630 0.4908

Properties
- SMILES = COc1cccc(OCCn2cc(C(=O)c3ccco3)c3ccccc32)c1
- HOMO energy (eV) = -8.10
- E_LUMO (eV) = 0.2
- orbital gap (eV) = 8.340
- 2S+1 = 1
- energy relative to the best compared isomer or geometry (same formula, charge and spin) (kJ/mol) = 221.7
- DFT total energy (eV) = -32801.611

And the Löwdin charges, in e, turn out to be: C -0.064; O -0.070; C -0.263; C -0.014; C -0.076; C -0.034; C -0.260; O -0.046; C -0.162; C -0.088; N -0.034; C 0.014; C -0.077; C -0.318; O 0.088; C -0.210; C 0.015; C -0.045; C -0.104; O 0.016; C -0.094; C -0.004; C -0.086; C -0.091; C -0.018; C -0.162; C 0.064; H 0.098; H 0.086; H 0.100; H 0.115; H 0.106; H 0.110; H 0.131; H 0.111; H 0.132; H 0.130; H 0.138; H 0.120; H 0.103; H 0.125; H 0.108; H 0.100; H 0.099; H 0.105; H 0.104

---

C4H3I | wB97M-V/def2-TZVPD

Element x y z (Å)
1 C 0.6133 0.5863 -0.9217
2 C 0.3284 1.7860 -1.3370
3 C -0.5694 1.2127 -0.2305
4 C -1.5584 1.0506 0.3933
5 I 0.1002 -3.4973 1.0164
6 H 0.9365 -0.3922 -0.6628
7 H -0.8205 -2.3397 1.8735
8 H -2.5201 1.1990 0.8071

Properties
- HOMO energy (eV) = -9.50
- E_LUMO (eV) = -0.3
- orbital gap (eV) = 9.170
- 2S+1 = 1
- energy relative to the best compared isomer or geometry (same formula, charge and spin) (kJ/mol) = 396.0
- DFT total energy (eV) = -12290.395

And the Löwdin charges, in e, turn out to be: C -0.013; C 0.090; C -0.403; C 0.178; I 0.295; H 0.074; H -0.272; H 0.050

---

HOMO energy of number 3 (C4H3I)?
-9.50 eV